Record 1
A 8-piece molecular cluster, C32H50N8 overall, computed with the ωB97M-V functional and the def2-TZVPD basis.

Summary:
HOMO level: -8.39 eV
Gap between HOMO and LUMO: 8.98 eV
Energy above the lowest of the compared OMol25 structures with the same formula, charge and spin: 0.0000 eV
E_LUMO: 0.59 eV
SMILES: c1cc[nH]c1.c1cc[nH]c1.c1cc[nH]c1.CCCC#N.CCCC#N.CCCC#N.CCCC#N.CCCC#N
Strongest force on any atom: 1.29 eV Å⁻¹

Element x y z (Å)
N (-5.156, 0.768, 0.904)
N (2.698, 2.978, -2.907)
N (0.427, 0.488, 6.076)
N (-0.947, -0.104, -4.022)
N (2.134, -3.577, 1.801)
N (-1.095, -4.801, -3.141)
N (2.353, 0.295, 0.838)
N (-2.269, 5.105, -0.429)
C (-4.647, -1.640, -1.982)
C (-4.049, 0.032, 1.202)
C (0.777, -0.305, 4.045)
C (-1.842, -3.923, -3.181)
C (0.159, -0.569, 5.244)
C (-0.738, -2.260, 0.486)
C (-1.675, 3.153, 2.457)
C (-2.790, -2.797, -3.201)
C (-5.811, 1.099, 2.060)
C (-3.995, -0.122, 2.563)
C (1.665, -0.174, -4.190)
C (-0.685, -0.993, -0.362)
C (1.819, 2.388, -2.048)
C (0.806, 4.096, -3.088)
C (-2.777, 3.294, 1.366)
C (1.375, 0.984, 4.140)
C (0.636, 3.068, -2.115)
C (2.062, 3.984, -3.595)
C (1.166, 1.433, 5.416)
C (4.241, -2.427, 0.777)
C (0.199, -0.122, -4.078)
C (3.063, -3.078, 1.346)
C (-5.134, 0.539, 3.101)
C (1.224, 0.250, 0.638)
C (3.798, -0.962, -3.157)
C (2.287, -1.007, -3.062)
C (-0.224, 0.218, 0.441)
C (-3.832, -2.915, -2.094)
C (5.300, -3.417, 0.249)
C (-2.496, 4.323, 0.380)
C (-0.329, 3.805, 2.092)
C (6.682, -2.776, 0.170)
H (-3.218, -2.747, -4.203)
H (-1.720, -0.862, -0.695)
H (-5.382, 0.625, 4.146)
H (-2.000, 3.619, 3.387)
H (5.009, -3.746, -0.749)
H (7.111, -2.621, 1.161)
H (6.723, -1.879, -0.442)
H (4.329, -1.500, -2.369)
H (4.177, 0.064, -3.121)
H (-0.255, 2.963, -1.519)
H (5.341, -4.290, 0.900)
H (-4.477, -3.782, -2.213)
H (-1.471, 2.102, 2.658)
H (-6.709, 1.691, 2.014)
H (-5.620, -1.786, -1.517)
H (0.219, -2.537, 0.936)
H (-2.170, -1.907, -3.073)
H (1.958, -0.636, -2.091)
H (2.067, 1.540, -1.434)
H (-5.368, 1.111, -0.016)
H (-0.331, -1.428, 5.668)
H (3.644, 2.695, -3.082)
H (-3.731, 3.446, 1.868)
H (2.603, 4.485, -4.379)
H (-3.319, -3.004, -1.134)
H (-0.092, -1.114, -1.268)
H (4.135, -1.399, -4.102)
H (-2.819, 2.318, 0.880)
H (2.059, 0.839, -4.243)
H (-0.365, 4.894, 2.108)
H (0.064, 3.476, 1.127)
H (-4.839, -1.202, -2.971)
H (-3.284, -0.730, 3.097)
H (1.952, 1.440, 3.354)
H (0.389, 3.496, 2.854)
H (0.726, -0.937, 3.173)
H (7.353, -3.525, -0.269)
H (0.122, 0.533, 7.030)
H (-3.267, -0.263, 0.523)
H (3.911, -1.829, -0.074)
H (-0.521, 1.177, 0.009)
H (-1.116, -3.104, -0.087)
H (1.810, -0.667, -5.158)
H (-4.102, -0.858, -1.450)
H (-1.391, -2.119, 1.356)
H (4.637, -1.752, 1.535)
H (-0.642, 0.187, 1.454)
H (1.439, 2.368, 5.874)
H (0.114, 4.854, -3.416)
H (1.936, -2.035, -3.173)

Atomic partial charges in e from the Mulliken method, atoms 1 to 6: number 1, N, carries 0.11; number 2, N, carries 0.09; number 3, N, carries 0.05; number 4, N, carries -0.56; number 5, N, carries -0.57; number 6, N, carries -0.55

Record 2
An isolated ion of composition C4H9N2O2 and charge -1, computed with the ωB97M-V functional and the def2-TZVPD basis.

Summary:
HOMO level: -2.97 eV
Gap between HOMO and LUMO: 6.94 eV
Energy above the lowest of the compared OMol25 structures with the same formula, charge and spin: 1.4467 eV
E_LUMO: 3.97 eV
SMILES: NC(=O)NCCC[O-]
Net charge: -1
Strongest force on any atom: 2.09 eV Å⁻¹

Element x y z (Å)
O (0.485, -1.059, 1.816)
O (1.676, 1.879, -2.277)
N (-0.048, 1.132, -0.952)
N (2.125, 0.626, -0.441)
C (-1.405, -0.172, 0.696)
C (-0.598, -0.172, -0.617)
C (-0.807, -1.327, 1.556)
C (1.272, 1.221, -1.316)
H (-0.661, 1.760, -1.444)
H (-0.902, 0.597, 1.270)
H (3.089, 0.654, -0.711)
H (-1.288, -0.474, -1.390)
H (-2.482, -0.170, 0.527)
H (0.199, -0.906, -0.511)
H (-1.411, -1.394, 2.494)
H (1.717, 0.084, 0.319)
H (-0.961, -2.278, 0.981)

Atomic partial charges in e from the Mulliken method, atoms 1 to 6: number 1, O, carries -0.86; number 2, O, carries -0.73; number 3, N, carries -0.12; number 4, N, carries -0.32; number 5, C, carries -0.46; number 6, C, carries -0.98

Record 3
C4H6LuO2 as an isolated structure, computed with the ωB97M-V functional and the def2-TZVPD basis.

Summary:
HOMO level: -13.01 eV
Gap between HOMO and LUMO: 7.00 eV
Energy above the lowest of the compared OMol25 structures with the same formula, charge and spin: 0.0000 eV
E_LUMO: -6.01 eV
Net charge: +1
Strongest force on any atom: 2.21 eV Å⁻¹

Element x y z (Å)
Lu (-1.523, -0.168, 0.988)
O (-0.929, 0.190, -0.863)
O (1.852, 0.469, 0.661)
C (0.373, 0.094, -1.330)
C (0.258, -0.208, 2.354)
C (1.419, 0.345, 1.959)
C (1.410, -0.441, -0.343)
H (2.258, 0.575, 2.628)
H (0.207, -0.273, 3.449)
H (2.309, -0.719, -0.912)
H (0.424, -0.591, -2.202)
H (0.741, 1.077, -1.692)
H (1.092, -1.387, 0.191)

Atomic partial charges in e from the Mulliken method, atoms 1 to 6: number 1, Lu, carries 1.43; number 2, O, carries -0.65; number 3, O, carries -0.31; number 4, C, carries -0.06; number 5, C, carries -0.79; number 6, C, carries 0.00

Energy for every record listed, in sequence, given in eV: -45914.164; -11369.719; -41951.647.